(1)
DFT (wB97M-V/def2-TZVPD) results for an isolated molecule of C3H5Cl at a distorted geometry.

Atoms and positions in Å:
C -0.2612 -0.5886 0.1525
C 0.5851 0.4819 -0.5260
C 0.7632 1.7867 -0.2652
Cl 1.6670 2.7439 -1.3683
H -1.0626 -0.2995 0.7927
H -0.4952 -1.3011 -0.6352
H 0.4684 -1.1809 0.8479
H 0.9787 0.0608 -1.4760
H 0.7460 2.2546 0.6462

Forces on the atoms, in the same order (eV/Å):
C 3.311 -0.924 1.030
C -0.898 0.110 -0.715
C 0.981 -2.716 -1.647
Cl 0.367 0.475 -0.555
H -0.721 0.427 0.030
H -0.650 0.026 0.258
H -1.190 0.816 -1.057
H -0.146 0.819 0.535
H -1.053 0.968 2.122

For the energy above the lowest of the compared OMol25 structures with the same formula, charge and spin, the calculation gives 0.5299 eV. As for the SMILES: C/C=C/Cl. As for the LUMO energy: 1.09 eV.



(2)
DFT (wB97M-V/def2-TZVPD) results for a cluster of 14 separate species, C4H39N3O13 in total at a distorted geometry.

Atoms and positions in Å:
C 0.4400 0.6231 0.6881
C 1.9478 0.7358 0.4489
C 2.3146 0.6483 -1.0886
C 1.6876 1.5184 -1.8723
N 1.8143 1.4307 -3.3758
N 3.4540 -0.1146 -1.2043
N 0.2852 0.3455 2.1334
H -0.1506 1.5027 0.3372
H -0.0214 -0.1251 0.0572
H 2.4011 -0.1885 0.8054
H 2.3253 1.6320 0.9282
H 1.1381 2.3919 -1.5726
H 2.5097 2.1241 -3.6735
H 2.1249 0.4679 -3.5306
H 0.9392 1.6533 -3.9132
H 3.8482 -0.2971 -2.1143
H 3.5241 -0.8225 -0.4951
H 1.1323 0.5039 2.6926
H 0.1061 -0.6652 2.2551
H -0.5266 0.7794 2.6289
H -4.3879 1.0180 -2.5690
H -3.1428 0.1916 -2.1856
O -3.5044 1.0938 -2.2034
H -3.2570 0.3764 0.8366
H -3.2740 1.4910 -0.1995
O -3.2491 1.3612 0.7572
H -2.0768 3.2131 2.7067
H -2.0102 2.1110 1.6452
O -1.4796 2.5248 2.3743
H -4.1313 -1.4199 1.1135
H -2.8716 -1.9650 1.7379
O -3.1921 -1.2122 1.1980
H -1.8591 -1.2515 -0.9318
H -1.1728 -1.5139 -2.4021
O -1.4466 -0.8848 -1.7255
H 0.7646 2.3620 4.1955
H 1.6495 2.9477 3.0536
O 1.5337 2.1866 3.6446
H -0.5184 -4.6152 -0.2192
H 0.7369 -4.0048 0.5092
O -0.2294 -4.0866 0.5401
H 1.7328 -3.3021 -1.6160
H 3.0083 -3.6184 -2.4527
O 2.5942 -2.9463 -1.8965
H 2.6735 -1.0483 3.3685
H 2.0250 -2.3142 3.6871
O 1.9173 -1.5789 3.0702
H -0.8362 -2.9030 1.5201
H -0.9556 -2.8488 3.0043
O -1.1336 -2.2841 2.2408
H -1.1727 1.5264 -2.9008
H -1.6182 1.9457 -4.2754
O -0.8347 1.9057 -3.7266
H -0.8843 -3.5958 -2.2095
H -2.2898 -3.5199 -3.0380
O -1.8528 -3.4883 -2.1861
H 0.5444 3.5806 1.5930
H 1.5320 4.6162 0.9747
O 1.4823 3.8068 1.4834

Forces on the atoms, in the same order (eV/Å):
C -0.024 1.215 -0.848
C -0.627 -0.670 -2.073
C 1.009 0.867 3.219
C -0.496 0.068 -1.977
N 0.685 0.657 0.821
N -1.186 0.857 -0.830
N -1.494 -1.451 0.832
H 0.747 -0.152 0.891
H 0.163 -0.822 0.301
H -0.011 0.256 0.719
H 0.367 -0.030 -0.041
H -0.372 -0.312 0.344
H 0.147 -0.515 -0.251
H -0.049 0.063 -0.726
H -0.073 -0.506 0.835
H 0.002 -0.432 0.166
H 0.274 -0.549 -0.474
H -0.402 0.714 -0.286
H -0.059 -0.069 -0.210
H 0.758 0.361 -0.782
H -0.191 0.047 -0.040
H 0.239 -0.007 -0.020
O 0.232 -0.055 0.087
H 0.210 0.662 0.422
H -0.167 0.244 -0.290
O 0.201 -0.360 -0.298
H 0.235 -0.302 0.031
H -0.265 0.019 0.202
O 0.005 0.430 -0.162
H -0.114 0.183 -0.226
H 0.662 0.669 -0.180
O -0.931 -1.051 0.041
H 0.185 -0.951 -0.531
H -0.332 -0.686 0.733
O -0.062 2.242 0.057
H 0.058 0.228 0.001
H 0.086 0.064 0.217
O 0.250 -0.226 0.265
H 0.118 0.101 -0.037
H -0.083 -0.180 -0.335
O 0.073 0.005 0.360
H -0.101 -0.097 -0.209
H -0.196 -0.154 0.039
O 0.380 0.395 0.096
H -0.093 0.213 -0.333
H -0.404 -0.342 -0.210
O 0.847 -0.054 0.730
H -0.199 0.288 -0.160
H -0.119 0.233 0.234
O 0.555 -0.655 0.217
H 0.036 -0.102 -0.030
H -0.189 0.095 -0.304
O 0.094 -0.051 0.330
H -0.121 -0.149 -0.750
H 0.522 -0.310 -0.488
O -0.386 -0.024 1.084
H -0.080 0.225 -0.197
H -0.064 0.267 -0.004
O -0.250 -0.400 0.028

For the energy above the lowest of the compared OMol25 structures with the same formula, charge and spin, the calculation gives 0.0000 eV. As for the expectation value of S²: 0.75. The spin multiplicity is 2. As for the LUMO energy (spin up / spin down): -2.31 / -2.47 eV. The total charge is +1.



(3)
DFT (wB97M-V/def2-TZVPD) results for a cluster of 2 separate species, CH4NOP in total at a distorted geometry.

Atoms and positions in Å:
C -1.2912 -0.0134 0.0670
N -0.0118 -0.3452 0.3783
O -1.6461 1.0641 -0.3353
P 1.2453 0.6307 -0.0478
H -1.8736 -0.8906 0.5697
H 0.2804 -1.7026 0.8056
H 0.9391 1.0709 -1.3069
H 0.4541 1.7008 0.3746

Forces on the atoms, in the same order (eV/Å):
C -1.128 -2.077 2.736
N 0.696 -6.348 0.929
O -0.173 -0.627 -0.418
P 2.287 1.513 0.961
H -0.541 1.498 -1.405
H -1.394 5.437 -1.872
H -0.319 -0.294 -1.420
H 0.573 0.899 0.488

For the energy above the lowest of the compared OMol25 structures with the same formula, charge and spin, the calculation gives 3.2025 eV. As for the LUMO energy: -0.34 eV.



(4)
DFT (wB97M-V/def2-TZVPD) results for a cluster of 2 separate species, C6H20N2O2Si in total at a distorted geometry.

Atoms and positions in Å:
C -3.1024 0.8533 1.5775
C -3.5774 -1.2320 0.1311
C 3.4855 -0.0288 -0.9486
C 3.0362 0.7719 1.4681
C -2.9757 0.1738 0.1327
C 3.8101 0.5718 0.3895
N -3.8603 0.8936 -0.8482
N 5.2733 1.1301 0.5364
O -0.2374 -0.6716 0.7807
O -0.8480 1.3090 -1.1948
Si -1.1252 -0.0887 -0.4509
H -4.0436 1.3770 1.6324
H -2.3123 1.5435 1.8136
H -3.2285 -0.0073 2.2586
H -4.6567 -1.2414 0.5187
H -3.6792 -1.6367 -0.9385
H -3.0191 -1.9615 0.6001
H 3.0919 0.6549 -1.7696
H 4.4255 -0.5792 -1.2897
H 2.7393 -0.7568 -0.8355
H 3.4021 1.4370 2.2480
H 2.0683 0.2824 1.4648
H -1.1394 -1.2355 -1.3023
H -4.7199 1.1850 -0.2583
H -3.4350 1.6556 -1.2840
H -4.0250 0.1597 -1.6199
H 5.1140 2.1785 0.6255
H 5.9632 0.7819 -0.1800
H 5.6726 0.9188 1.4607
H -0.2326 -0.4339 1.7035
H -0.1180 1.4719 -1.8361

Forces on the atoms, in the same order (eV/Å):
C -0.463 -1.854 -1.545
C -3.042 0.684 -2.043
C 2.175 0.369 -0.873
C 1.213 -0.176 -1.602
C 0.953 -0.424 1.332
C -0.043 0.516 0.795
N -1.659 -2.323 0.728
N -1.088 1.051 0.335
O 0.364 0.280 -0.193
O 1.330 1.033 -1.015
Si -1.677 -0.536 0.846
H -0.424 0.395 0.090
H 0.348 0.075 0.253
H 0.557 0.711 0.115
H 1.464 -0.004 -0.194
H 0.252 0.590 1.206
H 1.217 -1.350 1.440
H 0.956 -0.395 1.225
H -1.357 0.673 -0.062
H -1.048 -1.141 0.382
H -0.357 -0.555 0.341
H -0.009 0.474 0.177
H 0.156 -0.437 -0.825
H 1.189 -0.552 -1.926
H 0.859 2.045 -0.692
H -0.562 1.623 1.345
H 0.973 -1.276 -1.041
H -0.973 0.948 0.559
H -0.228 -0.505 -0.237
H -0.195 0.250 0.307
H -0.878 -0.188 0.772

For the energy above the lowest of the compared OMol25 structures with the same formula, charge and spin, the calculation gives 1.6594 eV. As for the LUMO energy: -5.66 eV. The total charge is +2.



(5)
DFT (wB97M-V/def2-TZVPD) results for a structure of composition C5H26NO8 at a distorted geometry.

Atoms and positions in Å:
C 1.4199 -1.3096 -1.7882
C -0.1077 -1.1830 -1.6278
C -0.3876 0.0499 -0.7535
C -1.8474 0.3965 -0.3974
C -2.5457 -0.6215 0.6303
O -1.7966 -1.6965 1.0489
N -0.7508 -1.0277 -2.9934
H 1.8744 -1.4490 -0.8046
H 1.8088 -2.0713 -2.4580
H 1.8119 -0.3475 -2.1147
H -0.5700 -2.0548 -1.1001
H 0.1964 -0.1378 0.1635
H 0.0434 0.9471 -1.2004
H -2.3861 0.4435 -1.3359
H -1.8859 1.3467 0.1271
H -2.7280 0.0155 1.5181
H -3.4611 -0.9999 0.2068
H -0.9740 -0.0625 -3.1916
H -0.0808 -1.3864 -3.6542
H 0.1011 2.1760 1.6361
H 0.2830 1.6719 3.0652
O 0.6115 2.3648 2.4307
H 2.3371 -0.6789 1.7173
H 3.3904 0.2582 2.2797
O 3.2479 -0.3434 1.5360
H 0.0690 4.1844 -0.8076
H 1.4565 3.4915 -0.7905
O 0.8314 3.9908 -1.3587
H 2.6313 1.8907 0.0373
H 1.7896 2.4191 1.1613
O 2.4385 2.7287 0.4806
H -0.4529 -0.4251 4.1153
H 0.3941 -0.6587 2.5763
O -0.0962 0.0453 3.3604
H 1.1177 -2.3669 2.1014
H -0.7763 -1.6218 1.2756
O 0.7937 -1.5289 1.7453
H -2.6376 -1.5392 -2.7379
H -2.1703 -2.6677 -1.9219
O -2.9926 -2.2425 -2.1762

Forces on the atoms, in the same order (eV/Å):
C -0.100 0.386 1.044
C -0.391 0.769 -1.063
C 0.206 -0.284 0.954
C 1.260 -0.549 0.534
C 0.633 -0.094 -1.046
O -0.538 -0.024 -0.396
N 0.476 -0.383 1.347
H -0.008 -0.253 -0.001
H -0.413 -0.238 -0.106
H -0.073 0.106 -0.289
H 0.547 0.252 -0.421
H -0.160 0.343 -0.213
H 0.059 0.045 -0.227
H -0.792 -0.141 0.212
H 0.100 0.259 -0.401
H 0.165 -0.111 0.214
H -0.383 -0.252 0.192
H 0.411 0.163 -0.130
H -0.141 0.199 -0.466
H -0.328 0.080 0.153
H 0.368 -0.046 -0.389
O -0.412 -0.026 0.084
H 0.525 -0.020 -0.406
H 0.197 -0.011 -0.241
O -0.574 0.182 0.423
H 0.109 0.077 0.096
H -0.144 0.392 0.156
O -0.109 -0.304 -0.286
H 0.463 0.057 0.050
H 0.833 0.606 0.133
O -0.610 -0.862 -0.074
H 0.139 -0.177 -0.035
H -0.574 0.141 1.704
O 0.052 -0.064 -0.873
H -0.144 0.268 0.080
H 1.240 0.491 0.484
O -1.268 -0.491 -0.986
H 0.093 -0.238 -0.159
H -0.104 -0.291 -0.056
O -0.610 0.041 0.405

For the energy above the lowest of the compared OMol25 structures with the same formula, charge and spin, the calculation gives 0.0000 eV. As for the expectation value of S²: 0.75. The spin multiplicity is 2. As for the LUMO energy (spin up / spin down): 0.13 / -5.41 eV.



(6)
DFT (wB97M-V/def2-TZVPD) results for a structure of composition C27H35ClFeN4O4P2 at a distorted geometry.

Atoms and positions in Å:
Fe 0.1186 -2.2939 0.2941
C -0.5282 0.7405 4.4014
C -1.1973 0.4176 3.2780
C -1.1775 1.1641 1.9615
C 0.1050 1.0600 1.1112
C 1.4552 1.0248 1.7467
C 1.7997 1.6805 2.8534
C 0.9416 2.7062 3.5200
C 0.1408 2.0788 4.6663
C 0.8314 -2.5021 2.2373
H -0.8603 0.2508 5.3214
H -1.7214 -0.5554 3.1951
H -1.4010 2.2165 2.1242
H -2.0491 0.8263 1.3663
H 0.0552 0.0665 0.6457
H -0.0164 1.6982 0.2282
H 2.0604 0.1869 1.4317
H 2.7838 1.5005 3.3109
H 0.2148 3.0769 2.7877
H 1.4996 3.5972 3.8621
H 0.7166 2.0563 5.5998
H -0.6472 2.7971 4.9130
H 0.2655 -1.5759 2.5304
H 1.8914 -2.1149 2.2183
H 0.6912 -3.3280 2.9903
P 1.5405 -1.1669 -1.4280
P -2.0032 -0.5986 -1.3309
N 2.9667 0.0197 -1.8584
N 2.1742 -2.3729 -2.5315
N -2.2732 1.1419 -1.6724
N -3.5826 -0.9731 -2.1328
C 0.4931 -0.3363 -2.6406
C -0.9084 -0.9504 -2.7531
C 4.0024 0.2473 -0.9676
C 4.9967 1.0353 -1.5738
C 4.5503 1.3120 -2.9013
C 3.2912 0.7117 -3.0248
C 2.2967 -3.6925 -2.1262
C 2.7738 -4.4380 -3.1973
C 2.9634 -3.5524 -4.3005
C 2.5599 -2.2897 -3.8710
C -3.0021 1.9677 -0.7946
C -2.8554 3.2929 -1.1868
C -2.0666 3.2923 -2.3873
C -1.7217 1.9698 -2.6556
C -4.1728 -0.4443 -3.2859
C -5.2652 -1.2298 -3.6371
C -5.3321 -2.3005 -2.6873
C -4.2914 -2.1223 -1.7891
H 0.9530 -0.4112 -3.6302
H 0.4325 0.7164 -2.3586
H -1.3868 -0.6331 -3.6884
H -0.8408 -2.0530 -2.7990
H 3.9899 -0.1802 0.0214
H 5.9240 1.3704 -1.1269
H 5.0738 1.8583 -3.6810
H 2.6201 0.7371 -3.8642
H 2.0283 -3.9908 -1.1256
H 2.9484 -5.5020 -3.1996
H 3.3543 -3.7914 -5.2736
H 2.5386 -1.3564 -4.4100
H -3.5758 1.5565 0.0205
H -3.2084 4.1679 -0.6601
H -1.8063 4.1532 -2.9912
H -1.1359 1.5578 -3.4750
H -3.7990 0.4618 -3.7378
H -5.9015 -1.0661 -4.4903
H -6.0419 -3.1099 -2.6996
H -4.0063 -2.6852 -0.9189
O -0.0507 -0.8699 8.5407
Cl -0.2565 0.5665 8.4512
O -0.7093 1.0871 9.7228
O 0.9910 1.2332 8.0922
O -1.2416 0.8843 7.4203

Forces on the atoms, in the same order (eV/Å):
Fe 0.419 0.182 1.788
C -1.794 0.980 -0.037
C 0.920 -0.789 -0.360
C -0.378 0.303 0.260
C -0.707 -0.587 -0.619
C -0.197 0.063 1.034
C 0.875 0.457 -0.209
C -0.445 0.148 -0.452
C 0.046 0.169 0.555
C 0.101 0.858 -0.298
H 0.750 -0.373 -0.185
H 0.091 0.627 0.539
H 0.031 0.132 0.091
H 0.589 -0.040 0.134
H -0.249 -0.610 -0.292
H 0.289 0.409 0.132
H 0.469 0.124 -0.199
H -0.449 -0.146 -0.199
H 0.339 0.105 0.061
H -0.061 -0.594 -0.022
H 0.051 -0.410 -0.237
H -0.210 -0.133 0.066
H 0.116 -0.724 0.229
H -0.811 -0.791 -0.112
H 0.042 0.854 -1.117
P 3.941 1.725 -4.591
P -2.714 1.966 -2.742
N -0.469 -0.304 2.036
N -0.733 -0.485 0.667
N 0.275 0.136 1.101
N 0.553 -1.147 0.794
C -1.221 0.189 0.037
C 0.201 -0.276 -0.160
C 1.303 0.684 -0.524
C -1.276 -0.909 0.236
C -1.439 -0.886 0.626
C 0.548 0.280 -0.292
C 0.418 -0.783 -1.254
C -0.339 0.465 0.684
C -0.720 1.141 1.242
C 0.277 -0.887 -0.019
C 0.680 0.874 -0.580
C 0.266 -1.315 -0.232
C 0.063 -1.329 0.226
C -0.013 0.752 0.217
C -0.387 -0.380 0.064
C 1.416 0.202 0.888
C 0.843 0.387 0.252
C -0.688 0.173 -0.806
H 0.069 0.086 0.425
H 0.067 -0.021 -0.025
H -0.012 -0.101 0.282
H -0.041 0.195 -0.116
H -0.034 0.018 0.025
H -0.218 -0.160 0.028
H -0.276 -0.089 0.254
H 0.064 0.048 -0.038
H 0.143 -0.058 0.091
H 0.055 0.051 0.092
H -0.051 0.001 -0.048
H 0.162 -0.173 0.109
H 0.127 -0.053 -0.017
H -0.230 -0.198 -0.122
H 0.012 -0.221 0.109
H -0.309 0.268 0.301
H -0.012 -0.048 0.086
H -0.054 0.055 0.063
H -0.027 0.009 0.163
H -0.049 -0.122 0.099
O -0.181 0.626 -0.248
Cl 0.353 0.590 0.283
O -0.005 -0.338 -0.361
O -0.259 -0.446 -0.052
O 0.094 -0.403 0.194

As for the expectation value of S²: 6.01. The spin multiplicity is 5. As for the LUMO energy (spin up / spin down): -3.35 / -3.46 eV.



Copy entry 4 word for word.
DFT (wB97M-V/def2-TZVPD) results for a cluster of 2 separate species, C6H20N2O2Si in total at a distorted geometry.

Atoms and positions in Å:
C -3.1024 0.8533 1.5775
C -3.5774 -1.2320 0.1311
C 3.4855 -0.0288 -0.9486
C 3.0362 0.7719 1.4681
C -2.9757 0.1738 0.1327
C 3.8101 0.5718 0.3895
N -3.8603 0.8936 -0.8482
N 5.2733 1.1301 0.5364
O -0.2374 -0.6716 0.7807
O -0.8480 1.3090 -1.1948
Si -1.1252 -0.0887 -0.4509
H -4.0436 1.3770 1.6324
H -2.3123 1.5435 1.8136
H -3.2285 -0.0073 2.2586
H -4.6567 -1.2414 0.5187
H -3.6792 -1.6367 -0.9385
H -3.0191 -1.9615 0.6001
H 3.0919 0.6549 -1.7696
H 4.4255 -0.5792 -1.2897
H 2.7393 -0.7568 -0.8355
H 3.4021 1.4370 2.2480
H 2.0683 0.2824 1.4648
H -1.1394 -1.2355 -1.3023
H -4.7199 1.1850 -0.2583
H -3.4350 1.6556 -1.2840
H -4.0250 0.1597 -1.6199
H 5.1140 2.1785 0.6255
H 5.9632 0.7819 -0.1800
H 5.6726 0.9188 1.4607
H -0.2326 -0.4339 1.7035
H -0.1180 1.4719 -1.8361

Forces on the atoms, in the same order (eV/Å):
C -0.463 -1.854 -1.545
C -3.042 0.684 -2.043
C 2.175 0.369 -0.873
C 1.213 -0.176 -1.602
C 0.953 -0.424 1.332
C -0.043 0.516 0.795
N -1.659 -2.323 0.728
N -1.088 1.051 0.335
O 0.364 0.280 -0.193
O 1.330 1.033 -1.015
Si -1.677 -0.536 0.846
H -0.424 0.395 0.090
H 0.348 0.075 0.253
H 0.557 0.711 0.115
H 1.464 -0.004 -0.194
H 0.252 0.590 1.206
H 1.217 -1.350 1.440
H 0.956 -0.395 1.225
H -1.357 0.673 -0.062
H -1.048 -1.141 0.382
H -0.357 -0.555 0.341
H -0.009 0.474 0.177
H 0.156 -0.437 -0.825
H 1.189 -0.552 -1.926
H 0.859 2.045 -0.692
H -0.562 1.623 1.345
H 0.973 -1.276 -1.041
H -0.973 0.948 0.559
H -0.228 -0.505 -0.237
H -0.195 0.250 0.307
H -0.878 -0.188 0.772

For the energy above the lowest of the compared OMol25 structures with the same formula, charge and spin, the calculation gives 1.6594 eV. As for the LUMO energy: -5.66 eV. The total charge is +2.